# 1
DFT (ωB97M-V with the def2-TZVPD basis set) results for C50H69Cl5CsGeN2S5Si2Te as an isolated structure at a distorted geometry.

XYZ file:
```
136
Properties=species:S:1:pos:R:3:forces:R:3:lowdin_spin:R:1
Cs -0.8664 -0.0894 -1.1087 1.0 0.3 0.4 0.021
C 2.7530 -2.7084 2.8064 0.1 0.1 0.0 0.000
C 3.4748 -1.4087 2.4391 -0.1 0.0 0.0 0.000
S 2.4040 0.0468 2.4396 -0.1 -0.1 0.0 0.000
C 2.3434 0.3253 4.2229 0.0 0.1 0.0 0.000
C 1.6102 1.6220 4.5422 0.0 0.0 0.0 0.000
S -0.0349 1.7752 3.8117 -0.1 0.0 0.0 0.000
C -0.9478 0.4880 4.7031 0.0 0.0 0.0 0.000
C -1.9712 -0.2072 3.8048 0.0 0.0 0.0 0.000
S -1.3082 -1.2248 2.4761 0.0 0.1 -0.2 0.000
C -0.5197 -2.5022 3.4752 0.1 0.0 -0.1 0.000
C 0.0951 -3.5968 2.6119 0.1 0.0 0.0 0.000
S 1.4921 -3.0900 1.5629 -0.3 -0.1 -0.1 0.000
H 2.2899 -2.6275 3.7907 0.0 0.0 0.0 0.000
H 3.4776 -3.5259 2.8475 0.0 0.0 0.1 0.000
H 3.8624 -1.4806 1.4207 0.0 0.0 0.0 0.000
H 4.3285 -1.2309 3.1002 0.0 0.0 0.0 0.000
H 3.3653 0.3850 4.6102 0.0 0.0 0.0 0.000
H 1.8551 -0.5217 4.7105 0.0 0.0 0.0 0.000
H 2.1589 2.4664 4.1177 0.0 0.0 0.0 0.000
H 1.5623 1.7630 5.6253 0.0 0.0 0.0 0.000
H -1.4723 0.9494 5.5436 0.0 0.0 0.0 0.000
H -0.2463 -0.2374 5.1144 0.0 0.0 0.0 0.000
H -2.5925 0.5343 3.2967 0.0 0.0 0.0 0.000
H -2.6298 -0.8243 4.4239 0.0 0.0 0.0 0.000
H -1.2754 -2.9408 4.1347 0.0 -0.1 0.0 0.000
H 0.2547 -2.0506 4.1010 0.0 0.0 0.0 0.000
H -0.6467 -3.9935 1.9153 0.0 0.0 0.0 0.000
H 0.4227 -4.4202 3.2509 0.0 0.0 0.0 0.000
Cl -4.1124 0.1978 -0.4650 -0.2 0.1 0.1 0.000
C -3.5745 1.8823 -0.2196 0.0 0.1 0.1 0.001
C -2.3193 2.0862 0.3101 -0.4 0.4 0.2 0.001
C -1.9885 3.4176 0.4448 0.1 0.1 0.1 0.001
Cl -0.3746 3.8274 1.0709 -0.2 0.0 -0.1 0.000
C -2.8202 4.4865 0.1239 0.1 0.1 0.0 0.000
Cl -2.3356 6.1399 0.3691 0.0 0.0 0.0 0.000
C -4.0789 4.2164 -0.4083 0.0 0.0 0.0 0.000
Cl -5.1539 5.5087 -0.8311 0.0 0.0 0.0 0.000
C -4.4603 2.8918 -0.5923 -0.1 -0.2 -0.1 0.000
Cl -6.0229 2.5377 -1.2695 0.0 0.0 0.0 0.000
C -0.1093 -5.5444 -1.5077 0.1 0.0 0.0 0.000
Ge -1.0858 -3.8447 -0.9967 -0.3 -0.2 0.0 0.000
C -2.5616 -4.6622 0.1542 0.0 0.0 0.1 0.000
C -2.4869 -5.8981 0.8065 0.0 0.1 0.0 0.000
C -3.4612 -6.3219 1.7094 0.0 0.1 0.0 0.000
C -4.5544 -5.5125 1.9865 0.0 0.0 0.0 0.000
C -4.6569 -4.2770 1.3519 0.0 0.0 0.0 0.000
C -3.6739 -3.8649 0.4631 0.0 -0.1 0.0 0.000
C -2.1977 -3.5823 -2.7044 0.0 0.0 -0.1 0.000
C -2.0819 -2.3416 -3.2851 -0.1 -0.1 -0.2 0.000
C -2.6913 -1.9963 -4.5195 0.1 0.0 0.2 0.000
C -3.4202 -2.9209 -5.2000 -0.1 -0.1 0.0 0.000
C -3.6005 -4.2208 -4.6559 0.0 0.0 -0.1 0.000
C -4.3751 -5.1948 -5.3393 0.0 0.1 0.0 0.000
C -4.5817 -6.4333 -4.8059 0.0 -0.1 0.1 0.000
C -4.0244 -6.7542 -3.5463 -0.1 0.0 -0.1 0.000
C -3.2667 -5.8374 -2.8748 0.0 0.1 0.0 0.000
C -3.0105 -4.5431 -3.4065 0.1 0.0 0.1 0.000
H -0.6520 -6.1871 -2.2048 0.0 0.0 0.0 0.000
H 0.1309 -6.1249 -0.6110 0.0 0.0 0.0 0.000
H 0.8415 -5.2695 -1.9701 0.0 0.0 0.0 0.000
H -1.6473 -6.5566 0.6024 0.0 0.0 0.0 0.000
H -3.3663 -7.2883 2.1948 0.0 0.0 0.0 0.000
H -5.3170 -5.8372 2.6853 0.0 0.0 0.0 0.000
H -5.5016 -3.6290 1.5595 0.0 0.0 0.0 0.000
H -3.7671 -2.8865 -0.0011 0.0 0.0 0.0 0.000
H -1.4803 -1.5856 -2.7996 -0.1 -0.6 -0.7 0.000
H -2.5635 -0.9935 -4.9122 0.0 0.0 0.0 0.000
H -3.8821 -2.6808 -6.1522 0.0 0.0 0.0 0.000
H -4.8107 -4.9285 -6.2972 0.0 0.0 0.0 0.000
H -5.1773 -7.1656 -5.3389 0.0 0.0 0.0 0.000
H -4.2050 -7.7290 -3.1087 0.0 0.0 0.0 0.000
H -2.8590 -6.0741 -1.9029 0.0 0.0 0.0 0.000
N 2.4075 2.5313 -3.1580 0.1 0.0 0.1 0.104
C 1.2509 1.7135 -3.3231 -0.2 0.0 -0.2 0.488
N 1.5829 0.5497 -4.2026 0.0 0.1 0.2 0.052
S -0.2853 2.4151 -3.5707 0.1 0.0 0.0 0.254
H 2.9898 2.2266 -2.3815 -0.1 0.0 0.0 0.015
H 2.0868 3.4681 -2.9475 0.0 0.0 0.0 0.006
H 2.4889 0.7758 -4.6463 0.0 0.0 0.0 0.005
H 0.8756 0.5658 -4.9379 0.0 0.0 0.0 0.010
C 1.4648 6.7166 -0.1184 -0.2 0.0 0.1 0.000
Si 3.2531 6.5044 -0.5477 0.1 0.0 0.0 0.000
C 4.1734 8.0951 -0.1715 0.1 0.1 0.1 0.000
C 3.4337 6.1427 -2.3682 0.0 -0.1 -0.2 0.001
C 4.0804 5.1709 0.4679 0.0 -0.1 0.1 0.000
Te 3.0390 3.3007 0.6833 0.1 0.1 0.1 0.002
C 4.8851 2.2809 1.1001 0.0 -0.1 0.1 0.000
Si 5.6219 1.5587 -0.4531 0.0 -0.1 0.0 0.000
C 4.4399 0.3207 -1.1971 -0.1 -0.1 0.0 0.001
C 6.0187 2.8992 -1.6840 0.0 0.2 -0.2 0.000
C 7.2131 0.6721 -0.0090 0.2 -0.1 0.0 0.000
H 1.0763 7.6257 -0.5860 0.0 0.0 0.0 0.000
H 1.3007 6.7906 0.9597 0.0 0.0 0.0 0.000
H 0.8630 5.8761 -0.4733 0.0 0.0 0.0 0.000
H 3.7643 8.9298 -0.7471 0.0 0.0 0.0 0.000
H 5.2350 8.0028 -0.4176 0.0 0.0 0.0 0.000
H 4.0951 8.3477 0.8896 0.0 0.0 0.0 0.000
H 3.4022 7.0697 -2.9467 0.0 0.0 0.0 0.000
H 2.6219 5.5095 -2.7283 0.0 0.0 0.0 0.001
H 4.3767 5.6386 -2.5928 0.0 0.0 0.0 0.000
H 4.2842 5.5331 1.4775 0.0 0.0 0.0 0.000
H 5.0339 4.9223 -0.0048 0.0 0.0 0.0 0.000
H 4.6435 1.4668 1.7903 0.0 0.1 0.0 0.000
H 5.5256 2.9937 1.6221 0.0 0.0 0.0 0.000
H 3.3970 0.5643 -0.9750 0.0 0.0 0.0 0.001
H 4.6306 -0.6834 -0.8074 0.0 0.0 0.0 0.000
H 4.5390 0.2637 -2.2862 0.0 0.0 0.1 0.000
H 5.1399 3.5157 -1.8890 0.0 0.0 0.0 0.000
H 6.3323 2.4529 -2.6313 0.0 0.0 0.0 0.000
H 6.8223 3.5497 -1.3262 0.0 0.0 0.0 0.000
H 7.0123 -0.1118 0.7269 0.0 0.0 0.0 0.000
H 7.9550 1.3543 0.4150 0.0 0.0 0.0 0.000
H 7.6530 0.1970 -0.8908 0.0 0.0 0.0 0.000
C 1.0681 -1.8727 -5.7833 -0.1 -0.1 0.0 0.002
C 1.9436 -1.8826 -4.5293 0.3 0.0 0.0 0.003
C 1.7208 -3.2102 -3.8093 0.0 -0.1 -0.1 0.000
C 1.5187 -0.7995 -3.5306 -0.2 0.2 0.0 0.020
C 3.4210 -1.6495 -4.8539 -0.1 -0.1 0.1 0.001
C 3.8383 -0.7526 -5.8404 0.1 0.1 -0.2 0.002
C 5.1729 -0.3750 -5.9771 0.0 0.0 0.0 0.001
C 6.1446 -0.9068 -5.1472 0.0 0.0 0.0 0.000
C 5.7590 -1.8381 -4.1862 -0.1 -0.1 0.0 0.000
C 4.4301 -2.1981 -4.0450 0.1 0.0 0.0 0.001
H 0.0221 -1.8659 -5.4705 0.0 0.0 0.0 0.000
H 1.2408 -2.7703 -6.3859 0.0 0.0 0.0 0.000
H 1.2314 -1.0117 -6.4354 0.0 0.0 0.0 0.001
H 0.6499 -3.3980 -3.7396 0.0 0.0 0.0 0.000
H 2.0943 -3.1821 -2.7836 0.0 0.0 0.0 0.000
H 2.1960 -4.0459 -4.3379 0.0 0.0 0.0 0.000
H 2.2754 -0.7598 -2.7360 0.0 0.1 0.0 0.002
H 3.1199 -0.3467 -6.5413 0.0 0.0 0.0 0.000
H 5.4443 0.3433 -6.7425 0.0 0.0 0.0 0.000
H 7.1813 -0.6098 -5.2468 0.0 0.0 0.0 0.000
H 6.5033 -2.2858 -3.5370 0.0 0.0 0.0 0.000
H 4.1591 -2.9110 -3.2776 0.0 0.0 0.0 0.000
```
Forces are in eV/Å.

Values from the calculation:
Total charge: -2
2S+1: 2
LUMO (spin up / spin down) in eV: 3.1 / 3.1
HOMO (spin up / spin down) in eV: -1.19 / -1.71
DFT total energy in eV: -252851.199
Gap between HOMO and LUMO (spin up / spin down) in eV: 4.3 / 4.8


# 2
DFT (ωB97M-V with the def2-TZVPD basis set) results for a 2-piece molecular cluster, C6H15N2 overall at a distorted geometry.

XYZ file:
```
23
Properties=species:S:1:pos:R:3:forces:R:3:nbo_charge:R:1
C -2.3096 -1.3134 0.5324 -1.3 1.7 -1.0 -0.611
C -2.0803 0.1812 0.2169 0.2 -0.1 3.9 -0.400
C -0.6075 0.6011 0.2664 0.4 -1.3 -0.3 -0.179
C -0.2708 1.5410 1.2605 1.8 -0.8 -1.7 0.258
N 0.9173 2.2976 1.1448 -1.4 0.6 0.8 -0.827
C 0.1219 -0.1665 -0.7288 -1.3 1.1 0.4 0.269
C -0.5884 -0.5115 -2.0262 0.3 -0.5 0.1 -0.763
N 4.0823 -0.9586 -0.1827 0.3 -0.2 -0.1 -1.092
H -3.0161 -1.4677 1.3168 -0.2 0.0 0.7 0.241
H -2.6830 -1.8305 -0.3059 -0.8 -0.6 -1.1 0.217
H -2.5852 0.7401 1.0395 0.3 -0.1 -0.7 0.225
H -2.4814 0.5168 -0.6603 -1.2 0.7 -2.3 0.233
H -1.0116 1.7969 2.0345 0.1 0.2 -0.7 0.222
H 1.7223 2.0229 1.7001 0.1 -0.6 -0.3 0.423
H 0.7083 3.2593 1.4428 0.2 -0.4 0.0 0.401
H 1.0848 -0.6576 -0.5402 0.0 0.7 -0.1 0.240
H 4.9761 -0.5916 -0.5391 -0.8 -0.2 0.4 0.382
H -1.4995 -1.1215 -1.8687 -0.2 1.4 0.0 0.282
H -0.1182 -1.2048 -2.6741 1.7 -1.0 0.0 0.265
H -0.5945 0.3223 -2.7641 -0.9 0.2 1.1 0.297
H -1.4169 -1.7785 0.7018 2.4 -1.3 1.1 0.202
H 3.4122 -0.2045 -0.0571 0.5 -0.1 0.2 0.340
H 4.2377 -1.4728 0.6907 -0.1 0.5 -0.5 0.374
```
Forces are in eV/Å.

Values from the calculation:
Total charge: +1
2S+1: 1
LUMO in eV: -6.6
HOMO in eV: -12.89
DFT total energy in eV: -9435.317
Gap between HOMO and LUMO in eV: 6.3